(1)
# C5H12N2O

A molecular structure, C5H12N2O at a distorted geometry (ωB97M-V/def2-TZVPD, the OMol25 dataset).

Calculated values
ΔE to the lowest compared entry with this formula, charge and spin = 493.3 kJ/mol
orbital gap (spin up / spin down) = 11.058 / 5.550 eV
spin multiplicity = 2
molar mass = 116.2 g mol⁻¹
LUMO (spin up / spin down) = -3.36 / -8.19 eV
net charge = +1
E_HOMO (spin up / spin down) = -14.41 / -13.74 eV

Geometry (Å):
1 O -0.33 1.95 0.80
2 C -0.21 0.83 0.40
3 N 1.07 0.21 0.36
4 C 1.48 -0.89 -0.51
5 C 2.16 0.74 1.14
6 C -1.41 -0.04 -0.07
7 C -2.06 0.51 -1.32
8 N -1.09 -1.72 0.56
9 H 1.84 -1.76 0.03
10 H 0.65 -1.17 -1.14
11 H 2.20 -0.52 -1.23
12 H 1.87 0.63 2.21
13 H 2.27 1.85 1.05
14 H 3.08 0.19 1.08
15 H -1.12 -1.21 -0.45
16 H -2.06 -0.28 -2.09
17 H -3.06 0.87 -1.15
18 H -1.41 1.31 -1.72
19 H -1.86 -1.64 1.22
20 H -2.04 0.14 0.81

(2)
# C5H12N2O

2 unconnected molecules or ions with the total composition C5H12N2O at a distorted geometry (ωB97M-V/def2-TZVPD, the OMol25 dataset).

Calculated values
ΔE to the lowest compared entry with this formula, charge and spin = 288.5 kJ/mol
orbital gap (spin up / spin down) = 6.602 / 6.546 eV
spin multiplicity = 2
molar mass = 116.2 g mol⁻¹
LUMO (spin up / spin down) = -5.42 / -5.45 eV
net charge = +1
E_HOMO (spin up / spin down) = -12.02 / -12.00 eV

Geometry (Å):
1 C 0.05 0.33 -2.09
2 O -0.22 -0.72 -1.26
3 C 1.52 0.76 -2.09
4 N 1.72 1.91 -2.99
5 H -0.30 0.20 -3.13
6 H -0.49 1.22 -1.71
7 H 1.83 0.95 -1.07
8 H 2.12 -0.07 -2.47
9 H 2.70 2.12 -3.10
10 H 1.36 1.65 -3.90
11 C -0.70 -0.49 1.75
12 C -1.59 0.21 1.05
13 C -0.52 -1.81 3.79
14 N -1.19 -1.12 2.94
15 H 0.34 -0.68 1.54
16 H -2.54 0.51 1.47
17 H -1.41 0.24 -0.03
18 H -1.05 -2.25 4.62
19 H 0.53 -1.97 3.61
20 H -2.19 -0.99 3.06

(3)
# C5H12N2O2

2 unconnected molecules or ions with the total composition C5H12N2O2 at a distorted geometry (ωB97M-V/def2-TZVPD, the OMol25 dataset).

Calculated values
ΔE to the lowest compared entry with this formula, charge and spin = 201.4 kJ/mol
orbital gap = 8.244 eV
molar mass = 132.2 g mol⁻¹
LUMO = 0.74 eV
net charge = 0
SMILES string = CC(O)=C(N)N.CC=O
E_HOMO = -7.50 eV

Geometry (Å):
1 C 0.71 1.68 -1.16
2 C 0.97 -0.34 0.35
3 C 0.90 0.22 -0.89
4 N 0.81 0.45 1.52
5 N 1.38 -1.67 0.56
6 O 1.17 -0.59 -1.98
7 H 1.29 -0.04 -2.76
8 H 0.92 -0.13 2.34
9 H 1.47 1.22 1.56
10 H 1.55 -2.13 -0.33
11 H 0.68 -2.20 1.07
12 H 0.04 1.81 -2.01
13 H 0.27 2.17 -0.29
14 H 1.66 2.17 -1.39
15 C -2.22 0.10 0.86
16 C -1.62 -0.99 0.02
17 O -1.41 -2.12 0.39
18 H -1.52 -0.72 -1.06
19 H -2.70 -0.33 1.74
20 H -2.93 0.69 0.28
21 H -1.42 0.74 1.20

(4)
# C5H12N2O2

2 unconnected molecules or ions with the total composition C5H12N2O2 at a distorted geometry (ωB97M-V/def2-TZVPD, the OMol25 dataset).

Calculated values
ΔE to the lowest compared entry with this formula, charge and spin = 206.9 kJ/mol
orbital gap = 10.366 eV
molar mass = 132.2 g mol⁻¹
LUMO = 0.86 eV
net charge = 0
SMILES string = N/C=N/CCCC=O.O
E_HOMO = -9.50 eV

Geometry (Å):
1 O -0.20 -0.84 -2.37
2 C 0.34 0.01 -1.70
3 C 1.61 -0.13 -0.93
4 C 1.71 1.05 0.08
5 C 1.04 0.63 1.41
6 N -1.44 -1.99 1.43
7 C -0.25 -1.31 1.37
8 N -0.24 -0.04 1.24
9 H -0.09 1.03 -1.80
10 H 2.40 -0.16 -1.70
11 H 1.75 -1.01 -0.32
12 H 2.75 1.30 0.27
13 H 1.42 2.03 -0.31
14 H 1.83 0.25 2.06
15 H 0.67 1.57 1.87
16 H -1.40 -2.97 1.18
17 H -2.18 -1.44 1.00
18 H 0.66 -1.87 1.61
19 H -1.61 1.45 -0.05
20 H -2.65 1.67 -1.04
21 O -2.04 2.20 -0.47